Record 1
Computed, not measured: a structure of composition C32H46BrCaN3P2S in a non-equilibrium geometry, with ωB97M-V/def2-TZVPD.

Its charge is +2.

Structure (XYZ):
```
86
Properties=species:S:1:pos:R:3:forces:R:3
Br 1.098 -0.873 0.493 0.48 0.74 0.63
Ca -0.130 3.007 0.539 0.81 -1.35 1.02
S -1.927 1.136 4.740 0.64 0.43 -0.01
P 4.961 -0.481 0.142 1.54 -0.68 -0.01
P -1.134 -3.259 -1.087 -0.50 1.07 -0.02
N -5.584 4.476 -3.823 -0.05 -0.29 0.08
N -1.218 -0.269 2.578 -0.41 -0.40 0.23
N -0.744 2.046 2.582 -0.69 -0.25 0.01
C -0.271 -0.745 -2.160 -0.18 -0.16 0.34
C -3.572 3.812 -1.946 0.58 0.99 -0.53
C 4.265 -1.156 -1.417 -0.31 0.12 -0.12
C -0.388 0.633 -2.246 0.36 -0.34 0.00
C -1.123 -1.470 -1.293 -0.80 0.61 -0.40
C -2.479 3.526 -1.041 -1.36 0.56 -0.62
C -2.781 -3.794 -1.653 0.47 -0.17 -0.67
C -4.611 4.724 -1.639 -0.23 0.27 -0.28
C -0.642 3.356 5.955 0.05 0.50 -0.20
C 0.253 4.434 5.780 -0.31 -0.23 0.14
C -1.040 2.660 4.824 0.03 0.80 0.10
C -5.585 5.022 -2.605 0.36 -0.13 0.59
C 4.199 1.168 0.396 -0.28 0.04 0.07
C -1.265 0.939 3.137 0.40 0.57 -0.48
C -2.103 -0.791 -0.546 0.40 0.30 -0.44
C -1.352 2.783 -1.489 0.70 -0.11 -0.62
C -1.306 -4.965 1.096 0.01 -0.28 0.24
C -0.621 3.075 3.554 0.68 -1.04 -0.31
C 5.286 2.243 0.258 -0.19 0.17 0.08
C -4.666 3.552 -4.126 0.17 0.02 0.51
C -0.919 -3.545 0.685 0.42 -0.13 -0.10
C -1.336 1.316 -1.466 0.46 0.36 0.81
C 4.294 -1.653 1.403 -0.40 0.39 0.07
C -2.222 0.590 -0.653 0.02 -0.01 0.33
C 0.008 -3.756 -3.653 -0.29 -0.39 -0.01
C 0.129 -4.006 -2.139 0.34 -0.14 0.38
C 0.162 4.228 3.347 -0.44 -0.54 1.00
C 5.248 -1.900 2.569 -0.10 -0.32 0.04
C 0.662 4.855 4.500 -0.36 0.30 -0.09
C 5.163 -2.247 -2.025 -0.17 -0.06 0.00
C -3.652 3.192 -3.238 0.52 0.05 0.08
C -4.003 -3.301 -0.893 -0.33 0.11 0.43
H -0.688 -5.257 1.956 -0.25 -0.11 -0.33
H -1.476 -2.789 1.267 0.18 -0.23 -0.51
H -1.623 -1.029 3.143 0.62 0.58 -0.55
H -4.741 3.071 -5.107 0.05 0.31 0.34
H -1.151 -5.692 0.279 -0.02 0.18 0.47
H 6.174 1.991 0.846 -0.16 -0.03 -0.12
H -2.756 -4.892 -1.762 -0.05 0.34 0.15
H 1.356 5.698 4.412 -0.40 -0.31 0.03
H 3.392 1.300 -0.336 -0.05 0.12 0.04
H 3.741 1.183 1.393 0.07 0.03 -0.06
H 0.024 -2.705 -3.916 -0.14 0.04 -0.01
H -2.974 1.125 -0.064 0.13 -0.26 -0.20
H 0.305 1.212 -2.861 -0.17 -0.27 0.13
H -2.821 -3.377 -2.674 -0.01 -0.30 0.17
H -2.562 3.939 0.000 -0.79 -1.08 -0.31
H -4.626 5.241 -0.686 -0.06 -0.08 -0.02
H 3.324 -1.253 1.737 0.41 -0.38 0.09
H 0.146 -3.302 0.844 -0.36 -0.23 0.09
H 0.612 4.966 6.672 -0.10 -0.28 -0.55
H -3.968 -3.503 0.194 0.02 0.00 -0.51
H 4.093 -2.598 0.883 -0.03 0.12 0.01
H -0.896 -4.223 -4.075 0.28 0.22 0.17
H 4.173 -0.312 -2.118 0.00 -0.19 0.11
H 4.788 -2.602 3.273 0.10 0.13 -0.01
H -6.393 5.731 -2.377 0.45 -0.29 -0.17
H 0.057 -5.082 -1.931 0.22 0.13 -0.04
H -2.359 -5.008 1.410 0.32 -0.10 -0.21
H -4.890 -3.794 -1.303 0.14 0.01 0.15
H -1.022 3.038 6.928 0.40 0.28 -0.16
H 1.106 -3.650 -1.752 -0.44 -0.18 -0.10
H -0.636 3.268 -2.171 -1.26 -0.38 -1.14
H 0.586 -1.250 -2.622 -0.56 0.33 0.00
H 0.351 4.612 2.330 0.37 0.02 0.55
H 5.476 -0.984 3.110 0.03 0.09 0.03
H 5.596 2.372 -0.781 0.04 -0.14 0.07
H -0.417 -0.489 1.913 -0.65 0.09 0.21
H 5.156 -3.166 -1.421 0.03 0.29 -0.12
H 6.195 -2.342 2.242 -0.14 0.15 -0.04
H 6.203 -1.912 -2.117 -0.22 -0.01 0.10
H 0.864 -4.215 -4.146 -0.03 -0.06 0.06
H 4.928 3.211 0.608 -0.05 0.14 0.01
H 4.815 -2.509 -3.031 0.03 -0.03 0.16
H -2.730 -1.311 0.175 0.15 0.14 -0.29
H 3.253 -1.526 -1.191 0.14 0.00 -0.33
H -4.149 -2.224 -1.038 0.01 -0.33 0.02
H -2.895 2.478 -3.574 -0.28 0.15 0.32
```
Forces are in eV/Å.

Löwdin population analysis, charges in e, atoms 1 to 6:
1 Br 0.346
2 Ca 1.498
3 S 1.127
4 P 0.948
5 P 0.999
6 N 0.110



Record 2
Computed, not measured: a structure of composition C32H47ClN4OPPdS2 in a non-equilibrium geometry, with ωB97M-V/def2-TZVPD.

Its charge is -1. The value obtained for the energy relative to the best compared isomer or geometry (same formula, charge and spin) is 0.0 kJ/mol.

Structure (XYZ):
```
89
Properties=species:S:1:pos:R:3:forces:R:3
Pd -0.004 0.239 -0.018 -0.60 1.16 -0.49
Cl 1.763 -6.456 -1.617 -0.02 0.02 -0.01
S -0.552 -0.822 2.387 -0.06 -0.16 -0.09
S -1.841 -3.564 2.053 0.07 0.12 0.02
P -0.663 2.075 -1.165 1.01 -0.75 0.16
O 4.025 1.196 -3.444 0.23 0.02 -0.01
N 4.293 -0.062 -0.623 -0.40 0.03 -0.06
N 3.817 -0.760 -1.684 0.36 -0.16 0.00
N 2.114 -0.580 -0.350 0.24 0.21 0.67
N -0.970 -2.123 0.074 -0.01 -0.20 -0.13
C -2.522 -5.435 0.031 0.03 0.05 -0.04
C -0.944 2.810 -3.983 0.09 0.06 0.00
C 2.418 -2.999 -4.468 0.05 0.00 -0.02
C 0.556 3.517 -0.914 -0.08 0.03 -0.18
C 1.287 -3.055 -3.656 -0.07 -0.28 -0.16
C 2.532 -1.070 -1.485 -0.26 -0.11 -0.27
C 5.467 0.004 -5.028 0.02 -0.02 -0.02
C -3.423 2.139 -1.506 0.01 0.03 0.00
C 3.227 0.023 0.152 0.07 -0.01 -0.13
C 3.122 -5.124 -3.537 0.07 -0.09 0.00
C 6.550 0.921 -4.441 0.05 -0.01 0.02
C -1.497 -3.595 -1.825 -1.13 0.31 0.19
C 2.905 -0.466 -4.674 -0.09 -0.09 0.01
C 6.111 -1.369 -5.275 -0.01 -0.04 0.00
C -2.528 -5.732 -1.330 0.09 0.20 0.05
C -2.243 3.067 -1.208 -0.17 -0.23 0.23
C -2.020 -4.811 -2.248 -0.32 -0.01 0.08
C 1.075 -4.108 -2.777 0.60 -0.20 0.00
C 5.035 0.597 -6.374 -0.03 0.00 -0.03
C -1.064 -2.077 1.382 -0.13 -0.39 0.06
C 4.256 -0.082 -4.038 -0.03 -0.07 0.06
C 0.998 3.607 0.552 -0.13 0.16 -0.11
C 1.797 3.367 -1.797 0.05 0.04 0.06
C 3.320 -4.057 -4.404 0.01 0.04 -0.06
C -1.472 -3.285 -0.464 -0.05 0.17 0.04
C -0.429 1.739 -3.019 -0.31 0.13 -0.09
C 4.632 -1.002 -2.853 -0.25 0.22 0.01
C -1.996 -4.220 0.454 0.00 -0.06 0.05
C 2.005 -5.135 -2.722 0.05 0.15 -0.13
C -0.953 0.357 -3.429 -0.03 0.24 -0.07
C -2.465 3.758 0.136 -0.06 0.00 0.02
C 2.643 -1.811 -5.378 0.06 -0.02 0.06
H -3.429 4.279 0.137 0.03 -0.02 0.02
H 2.538 4.132 -1.539 -0.04 -0.04 -0.01
H 4.483 1.534 -6.247 0.04 -0.04 -0.01
H -2.933 -6.675 -1.675 0.01 0.01 0.00
H 4.198 -4.058 -5.043 -0.02 0.02 0.03
H 6.813 0.646 -3.417 0.00 0.03 -0.08
H -0.639 2.583 -5.012 -0.01 0.00 0.02
H 4.412 -0.090 -6.951 0.02 0.04 0.04
H -3.431 1.311 -0.791 0.00 0.03 -0.03
H 0.555 -2.251 -3.698 0.06 -0.03 -0.02
H 5.385 -2.137 -5.544 0.04 0.05 0.00
H -0.620 0.107 -4.448 -0.04 0.03 0.09
H 5.654 -0.817 -2.545 0.08 0.01 0.08
H 3.424 -2.044 -6.102 0.01 0.00 -0.03
H -2.045 0.314 -3.415 0.05 -0.02 -0.03
H 1.561 3.474 -2.860 0.09 0.04 0.08
H 3.833 -5.940 -3.491 -0.02 0.04 -0.01
H 2.673 0.322 -5.395 -0.03 0.05 -0.01
H 4.532 -2.045 -3.140 0.03 -0.06 -0.05
H -0.555 3.802 -3.732 -0.05 -0.04 -0.02
H -2.158 3.825 -1.992 -0.02 0.05 0.03
H 2.168 -0.349 -3.875 -0.05 0.06 -0.07
H 6.827 -1.288 -6.099 -0.01 0.00 0.05
H 1.286 2.620 0.901 0.12 -0.20 0.07
H -2.475 3.018 0.944 0.02 0.04 -0.04
H -2.037 2.869 -3.976 0.10 -0.02 -0.01
H 0.193 3.948 1.205 0.04 -0.04 -0.01
H -1.690 4.494 0.361 -0.06 -0.04 -0.04
H -1.119 -2.866 -2.538 -0.31 0.00 0.16
H -4.374 2.679 -1.422 0.04 -0.02 -0.01
H 5.923 0.825 -6.971 -0.04 -0.02 0.01
H -2.038 -5.048 -3.307 0.04 0.02 0.06
H 0.048 4.454 -1.178 0.01 0.00 -0.10
H 0.204 -4.124 -2.131 0.88 -0.21 -0.24
H 2.266 2.390 -1.643 -0.01 0.03 -0.01
H -0.594 -0.392 -2.730 0.08 -0.17 0.20
H 0.658 1.701 -3.108 0.02 -0.13 0.02
H 3.686 1.802 -4.113 -0.06 -0.05 0.02
H 7.452 0.847 -5.058 -0.05 0.01 0.05
H 6.660 -1.720 -4.397 -0.05 0.02 -0.08
H 1.845 4.300 0.657 -0.14 -0.08 -0.02
H 3.235 0.540 1.099 0.02 -0.07 -0.05
H 6.230 1.963 -4.422 0.00 -0.03 0.00
H 1.729 -1.663 -5.957 -0.03 -0.02 -0.06
H 1.935 -1.653 -2.172 0.25 0.23 0.29
H -2.925 -6.140 0.750 0.04 0.04 -0.05
H -3.372 1.708 -2.509 0.00 0.05 0.07
```
Forces are in eV/Å.

Löwdin population analysis, charges in e, atoms 1 to 6:
1 Pd 0.109
2 Cl 0.668
3 S 0.416
4 S 0.935
5 P 0.933
6 O -0.008



HOMO / eV: -11.053 -3.149
E_LUMO / eV: -8.3 2.0